(P)
This record from the OMol25 dataset describes a cluster of 2 separate species, C16H32BFIN3O10PS in total. The level of theory is ωB97M-V with the def2-TZVPD basis set.

Calculated values
HOMO-LUMO gap: 8.076 eV
HOMO level: -11.250 eV
total charge: +1

Geometry as XYZ:
```
66
C16H32BFIN3O10PS, DFT ωB97M-V with the def2-TZVPD basis set
C 0.188 -1.386 -2.609
B 0.272 -1.626 -1.075
O 1.004 -2.731 -0.740
C -0.428 -0.774 0.140
C -1.142 -1.880 0.967
C -1.868 -1.468 2.246
N -2.679 -2.632 2.632
N 0.726 -0.286 1.017
C 0.923 1.210 0.969
C 2.211 1.633 1.673
C 2.507 3.147 1.668
C 2.094 3.866 0.380
I 1.868 4.155 3.432
C -0.393 1.821 1.462
P -0.835 1.664 3.329
O -1.219 3.158 3.827
O 0.395 1.011 4.228
N -1.560 1.338 0.744
C -2.678 2.244 0.708
C -2.613 3.388 -0.319
O -3.633 3.878 -0.780
C -1.363 0.373 -0.298
O -0.901 1.053 -1.468
S -2.967 -0.368 -0.916
C -3.784 0.812 -1.990
O -2.694 -1.546 -1.694
O -3.847 -0.635 0.191
H -0.689 -0.862 -2.958
H 1.068 -0.793 -2.883
H 0.284 -2.326 -3.148
H 1.285 -2.746 0.181
H -0.423 -2.640 1.267
H -1.848 -2.410 0.337
H -1.135 -1.355 3.051
H -2.511 -0.605 2.161
H -3.330 -2.826 1.878
H -3.246 -2.399 3.437
H 0.632 -0.554 1.999
H 1.616 -0.677 0.704
H 1.113 1.409 -0.081
H 3.017 1.232 1.048
H 2.348 1.180 2.651
H 3.587 3.199 1.684
H 2.790 4.687 0.244
H 1.109 4.320 0.430
H 2.196 3.219 -0.489
H -0.304 2.894 1.266
H -1.585 3.127 4.718
H 0.367 0.053 4.230
H -3.665 1.801 0.622
H -2.708 2.779 1.661
H -1.592 3.723 -0.625
H -0.495 1.885 -1.217
H -4.128 0.247 -2.850
H -4.642 1.197 -1.453
H -3.133 1.608 -2.322
C 3.472 -4.628 -2.849
C 3.567 -4.049 -4.241
O 3.501 -2.652 -3.990
C 4.017 -2.447 -2.750
O 4.344 -1.389 -2.324
O 4.101 -3.608 -2.061
F 2.515 -4.411 -5.009
H 2.437 -4.749 -2.529
H 3.992 -5.577 -2.746
H 4.494 -4.279 -4.768
```

(Q)
This record from the OMol25 dataset describes a cluster of 2 separate species, C16H32BFIN3O10PS in total. The level of theory is ωB97M-V with the def2-TZVPD basis set.

Calculated values
HOMO-LUMO gap: 7.546 eV
HOMO level: -10.920 eV
total charge: +1

Geometry as XYZ:
```
66
C16H32BFIN3O10PS, DFT ωB97M-V with the def2-TZVPD basis set
C 0.354 2.999 -0.168
B 0.740 1.685 0.683
O 1.114 2.022 2.056
C 0.828 0.126 0.190
C 2.324 -0.325 0.684
C 2.709 -1.843 0.432
N 4.205 -1.945 0.648
N -0.133 -0.605 1.124
C -1.362 -1.144 0.418
C -2.474 -1.738 1.406
C -3.772 -2.344 0.631
C -4.170 -1.500 -0.690
I -3.696 -4.494 0.335
C -0.789 -2.148 -0.687
P -0.093 -3.803 -0.046
O -0.631 -5.139 -0.955
O -0.174 -4.017 1.639
N 0.226 -1.556 -1.588
C 0.341 -2.141 -2.910
C -0.770 -1.687 -4.012
O -0.457 -1.713 -5.231
C 0.591 -0.157 -1.370
O -0.470 0.664 -1.976
S 2.092 0.392 -2.403
C 1.617 0.660 -4.206
O 2.689 1.693 -1.958
O 3.191 -0.635 -2.426
H 0.530 2.929 -1.288
H -0.777 3.184 0.014
H 0.886 3.923 0.237
H 1.061 1.239 2.640
H 2.464 -0.146 1.819
H 3.142 0.332 0.199
H 2.247 -2.473 1.273
H 2.512 -2.266 -0.599
H 4.666 -1.327 -0.034
H 4.525 -2.901 0.427
H 0.294 -1.393 1.635
H -0.527 0.026 1.860
H -1.865 -0.201 -0.026
H -2.904 -0.815 1.963
H -2.083 -2.419 2.229
H -4.643 -2.159 1.368
H -5.317 -1.597 -0.778
H -3.747 -1.927 -1.657
H -3.935 -0.389 -0.572
H -1.694 -2.429 -1.358
H -0.108 -5.951 -0.754
H 0.502 -3.521 2.142
H 1.340 -2.094 -3.452
H 0.133 -3.279 -2.817
H -1.780 -1.325 -3.614
H -1.300 0.152 -2.050
H 2.099 1.624 -4.570
H 2.062 -0.200 -4.824
H 0.495 0.742 -4.363
C 0.574 5.171 4.066
C -0.113 6.234 3.269
O -1.068 5.508 2.521
C -1.379 4.424 3.283
O -2.337 3.729 3.104
O -0.469 4.228 4.277
F 0.747 6.829 2.410
H 1.390 4.693 3.516
H 0.963 5.546 5.014
H -0.618 6.993 3.873
```

Which is most stable, and by how much? (P), by 0.1492 hartree.

(P)
This record from the OMol25 dataset describes a cluster of 2 separate species, C3H13N2O in total. The level of theory is ωB97M-V with the def2-TZVPD basis set.

Calculated values
HOMO-LUMO gap: 10.798 eV
HOMO level: -14.102 eV
total charge: +1

Geometry as XYZ:
```
19
C3H13N2O, DFT ωB97M-V with the def2-TZVPD basis set
C 0.796 -1.347 1.221
N 2.148 -1.386 0.652
C -0.229 -0.911 0.194
N 0.386 0.027 -0.802
C 0.397 1.454 -0.262
H 0.456 -2.288 1.657
H 0.792 -0.634 2.061
H 2.207 -2.312 0.268
H 2.902 -1.118 1.242
H -0.564 -1.802 -0.333
H -1.088 -0.374 0.595
H -0.173 0.132 -1.642
H 1.310 -0.255 -1.131
H 0.755 1.349 0.760
H 1.071 2.013 -0.899
H -0.606 1.860 -0.334
H -3.311 2.633 -0.987
H -2.720 1.410 -1.523
O -3.093 1.734 -0.686
```

(Q)
This record from the OMol25 dataset describes a cluster of 2 separate species, C3H13N2O in total. The level of theory is ωB97M-V with the def2-TZVPD basis set.

Calculated values
HOMO-LUMO gap: 11.478 eV
HOMO level: -14.381 eV
total charge: +1

Geometry as XYZ:
```
19
C3H13N2O, DFT ωB97M-V with the def2-TZVPD basis set
C 0.203 -1.056 -0.808
N -0.259 -0.774 -2.184
C -0.955 -0.731 0.108
N -1.296 0.695 -0.173
C -0.306 1.727 0.321
H 0.602 -2.058 -0.685
H 1.071 -0.427 -0.558
H -0.682 -1.617 -2.547
H 0.567 -0.583 -2.747
H -1.814 -1.272 -0.290
H -0.811 -0.916 1.175
H -2.173 0.920 0.279
H -1.346 0.732 -1.193
H 0.662 1.363 0.624
H -0.044 2.354 -0.520
H -0.821 2.363 1.041
H 2.279 -0.739 3.283
H 2.922 0.334 2.456
O 2.203 -0.317 2.418
```

Which is most stable, and by how much? (Q), by 0.0098 hartree.

(P)
This record from the OMol25 dataset describes a cluster of 2 separate species, C3H13N2O in total. The level of theory is ωB97M-V with the def2-TZVPD basis set.

Calculated values
HOMO-LUMO gap: 11.128 eV
HOMO level: -14.077 eV
total charge: +1

Geometry as XYZ:
```
19
C3H13N2O, DFT ωB97M-V with the def2-TZVPD basis set
C 0.554 -0.202 0.926
C -0.430 0.898 0.498
C -0.189 1.605 -0.851
N 1.207 1.483 -1.274
N 0.774 -1.018 -0.297
H 0.482 -0.830 1.811
H 1.434 0.365 1.266
H -1.394 0.377 0.288
H -0.563 1.579 1.339
H -0.842 1.170 -1.611
H -0.520 2.650 -0.782
H 1.311 1.890 -2.192
H 1.042 -0.320 -1.039
H 1.859 1.851 -0.595
H -0.002 -1.639 -0.534
H 1.619 -1.574 -0.130
H -2.206 -1.501 1.193
H -2.298 -2.974 1.233
O -1.704 -2.285 0.944
```

(Q)
This record from the OMol25 dataset describes a cluster of 2 separate species, C3H13N2O in total. The level of theory is ωB97M-V with the def2-TZVPD basis set.

Calculated values
HOMO-LUMO gap: 11.210 eV
HOMO level: -14.136 eV
total charge: +1

Geometry as XYZ:
```
19
C3H13N2O, DFT ωB97M-V with the def2-TZVPD basis set
C 0.499 -1.547 -1.063
N -0.031 -1.148 -2.391
C -0.243 -0.804 0.089
N -0.538 0.590 -0.343
C -0.703 1.770 0.558
H 0.552 -2.600 -0.778
H 1.411 -0.956 -1.003
H -0.806 -1.742 -2.667
H 0.727 -1.165 -3.051
H -1.233 -1.143 0.468
H 0.442 -0.881 0.933
H -1.281 0.430 -1.041
H 0.157 0.923 -1.032
H -0.058 2.569 0.192
H -1.656 2.317 0.477
H -0.357 1.579 1.567
H 0.880 -0.061 3.272
H 0.994 1.308 3.200
O 1.244 0.560 2.616
```

Which is most stable, and by how much? (P), by 0.0333 hartree.

(P)
This record from the OMol25 dataset describes a cluster of 2 separate species, C3H13N2O in total. The level of theory is ωB97M-V with the def2-TZVPD basis set.

Calculated values
HOMO-LUMO gap: 10.503 eV
HOMO level: -14.026 eV
total charge: +1

Geometry as XYZ:
```
19
C3H13N2O, DFT ωB97M-V with the def2-TZVPD basis set
N 0.184 1.516 0.320
C -0.164 0.091 0.747
C 1.303 -0.497 0.922
N 2.182 0.059 -0.107
C 2.562 -0.994 -1.174
H -0.382 1.910 -0.454
H 1.172 1.487 -0.051
H 0.197 2.141 1.161
H -0.586 -0.389 -0.152
H -1.045 0.253 1.402
H 1.315 -1.582 1.125
H 1.768 -0.100 1.819
H 3.116 0.253 0.301
H 3.466 -0.699 -1.822
H 2.731 -1.904 -0.627
H 1.713 -1.372 -1.761
H -5.035 0.066 0.257
H -4.496 -0.302 -1.124
O -5.297 -0.296 -0.592
```

(Q)
This record from the OMol25 dataset describes a structure of composition C3H13N2O. The level of theory is ωB97M-V with the def2-TZVPD basis set.

Calculated values
HOMO-LUMO gap: 5.160 eV
HOMO level: -14.663 eV
total charge: +1

Geometry as XYZ:
```
19
C3H13N2O, DFT ωB97M-V with the def2-TZVPD basis set
C -1.448 -1.250 -0.801
C -0.515 -0.101 -1.267
C 0.983 -0.595 -1.430
N 1.994 0.379 -1.066
N -0.794 -1.700 0.390
H -1.718 -1.962 -1.588
H -2.384 -0.750 -0.500
H -0.580 0.645 -0.454
H -0.955 0.377 -2.164
H 1.120 -1.548 -0.892
H 1.095 -0.801 -2.502
H 1.764 0.662 -0.044
H 2.916 -0.034 -1.051
H -1.320 -2.401 1.043
H -0.710 4.714 3.709
H -0.268 -0.918 0.869
H 0.868 0.025 2.061
H -0.689 4.849 4.489
O 0.641 0.407 1.197
```

Which is most stable, and by how much? (P), by 0.2384 hartree.

(P)
This record from the OMol25 dataset describes the ion CH4NO3 with charge +1. The level of theory is ωB97M-V with the def2-TZVPD basis set.

Calculated values
SMILES: C[N+](=O)OO
HOMO-LUMO gap (alpha / beta): 9.882 / 9.881 eV
HOMO level (alpha / beta): -17.554 / -17.554 eV
total charge: +1

Geometry as XYZ:
```
9
CH4NO3, DFT ωB97M-V with the def2-TZVPD basis set
C -0.655 -0.462 0.358
N 0.185 -0.355 -0.738
O 0.850 -1.158 -1.273
O 0.191 1.035 -1.238
O 1.353 1.212 -2.059
H -1.273 0.376 0.294
H -0.132 -0.764 1.264
H -1.212 -1.327 0.319
H 0.897 1.566 -2.788
```

(Q)
This record from the OMol25 dataset describes the ion CH4NO3 with charge +1. The level of theory is ωB97M-V with the def2-TZVPD basis set.

Calculated values
SMILES: C[N+](=O)OO
HOMO-LUMO gap (alpha / beta): 9.435 / 9.434 eV
HOMO level (alpha / beta): -16.783 / -16.782 eV
total charge: +1

Geometry as XYZ:
```
9
CH4NO3, DFT ωB97M-V with the def2-TZVPD basis set
C 0.207 -0.738 -0.517
N 0.038 0.733 -0.294
O 0.529 1.666 -0.722
O -1.185 1.003 0.688
O -1.346 2.300 0.826
H -0.581 -1.400 -0.105
H 1.204 -0.939 -0.203
H 0.150 -0.873 -1.574
H -1.239 2.508 1.754
```

Which is most stable, and by how much? (Q), by 0.0048 hartree.